1.
{"formula": "C27H31N5O6S", "method": "wB97M-V/def2-TZVPD", "symbols": ["C", "C", "C", "C", "C", "H", "H", "C", "H", "C", "H", "H", "S", "C", "C", "H", "C", "H", "H", "H", "H", "C", "C", "N", "O", "O", "H", "H", "C", "H", "N", "C", "N", "C", "H", "C", "N", "C", "H", "O", "H", "H", "C", "C", "H", "C", "H", "H", "C", "H", "H", "C", "H", "H", "H", "H", "O", "H", "H", "H", "O", "C", "C", "O", "N", "C", "C", "H", "C", "H"], "coordinates": [[-0.92354, -1.91420, -0.57287], [-2.72156, 0.47800, -0.31594], [-0.10295, -0.92188, 1.45641], [2.55608, -1.00436, -0.76883], [2.48802, 2.98748, 2.04346], [4.25117, 5.19761, 0.64907], [1.54661, 2.65572, -0.52526], [-2.24542, 0.82802, -2.63093], [2.23782, 1.94582, 2.24195], [-0.29195, 2.24660, 0.23279], [-2.16068, -3.62817, -0.36474], [7.08403, -4.32570, -0.68582], [2.09378, -2.54338, -0.10690], [-4.00020, 0.02802, -0.61136], [2.09095, 4.95012, 0.73965], [-3.36070, -5.31896, 2.62313], [-0.18066, -0.93105, 0.06608], [5.61917, -0.25785, -1.80447], [0.02250, 1.77287, -1.84742], [-5.33651, -0.64330, 2.28265], [3.74896, 2.30003, 0.42849], [-4.41680, -0.00787, -1.95485], [-2.95158, -4.75310, 1.78787], [3.57563, -3.18084, -0.22760], [2.21473, 1.15829, -1.55596], [-5.62209, -0.43317, -2.43260], [-6.90186, 0.39061, -1.01953], [-0.72059, -1.88711, 3.26637], [-1.51721, -2.87032, 1.54927], [-7.58946, -0.70466, -2.24467], [0.41375, 0.11222, -0.68677], [3.50036, 4.45915, 0.37111], [6.15033, -3.97162, -0.56782], [4.44732, -2.33454, -0.73325], [-3.61513, -0.94481, 1.92966], [1.72316, 0.15240, -1.02396], [0.87702, 2.90211, 0.19673], [-3.52017, 0.39843, -2.93886], [2.65742, 3.48876, 2.99673], [-2.14769, -3.75134, 2.36619], [-3.85927, 0.36010, -3.96197], [4.63609, 3.13092, 1.69894], [1.37262, 3.71514, 1.28494], [3.92273, -1.04647, -1.07127], [1.56361, 5.37700, -0.11170], [-1.83446, 0.87569, -1.30768], [0.45945, -0.14764, 1.95576], [3.58218, 4.29710, -0.70315], [-6.74170, -0.53242, -1.58117], [-2.40096, 0.53367, 0.70852], [-4.23865, 0.72710, 1.97642], [5.85607, -2.71571, -0.95462], [5.42674, -4.54738, -0.17318], [2.14203, 5.70568, 1.52352], [-2.36350, -5.42139, 1.15145], [-1.57519, 1.12734, -3.42284], [-1.11877, 2.36877, 1.11365], [4.17552, 0.78176, -1.87566], [-0.99208, -1.91328, -1.64974], [-3.77201, -4.32176, 1.20590], [6.67205, -1.95463, -1.45065], [3.70779, 3.13370, 1.12985], [-4.47582, -0.30565, 1.70625], [-4.86621, -0.41398, 0.35784], [4.65987, -0.04781, -1.56596], [-0.76116, -1.88356, 2.18890], [-0.42920, 1.28695, -0.97461], [-6.64972, -1.36625, -0.88236], [-1.58546, -2.88244, 0.15917], [0.51537, 3.95541, 1.91827]], "forces_ev_per_a": [[0.2, 0.1, 0.2], [-0.3, 0.1, 0.0], [-0.2, 0.0, -0.1], [0.4, -0.7, 0.1], [-0.1, 0.0, 0.0], [0.0, 0.0, -0.1], [-0.2, -0.1, -0.1], [0.1, 0.0, 0.2], [-0.1, 0.0, 0.1], [0.1, -0.1, -0.5], [-0.1, -0.1, 0.0], [-0.1, 0.1, 0.0], [0.4, 0.2, -0.1], [0.0, -0.1, 0.1], [-0.1, 0.0, 0.0], [0.0, 0.0, -0.1], [0.0, -0.4, 0.1], [-0.1, 0.1, 0.0], [-0.1, -0.1, 0.2], [0.1, 0.0, 0.0], [0.1, -0.1, 0.0], [0.1, 0.1, -0.1], [-0.2, -0.2, -0.1], [0.4, -0.1, -0.1], [0.1, 0.1, -0.2], [0.4, 0.0, 0.0], [0.0, 0.0, 0.0], [0.0, 0.0, 0.1], [0.1, 0.1, 0.0], [0.0, 0.0, 0.1], [-0.1, 0.1, -0.1], [0.1, 0.1, 0.0], [0.1, -0.2, 0.1], [-0.7, 0.2, 0.1], [0.0, 0.0, 0.0], [0.1, 0.1, -0.1], [0.5, 0.3, -0.1], [-0.2, -0.1, 0.1], [0.0, 0.0, 0.1], [0.2, 0.3, 0.1], [-0.1, 0.0, -0.1], [0.0, -0.1, 0.0], [-0.2, 0.2, 0.4], [-0.6, 0.0, 0.3], [-0.1, 0.1, 0.0], [-0.1, 0.2, -0.1], [0.1, 0.1, 0.0], [0.1, 0.0, -0.1], [-0.5, -0.1, 0.2], [0.0, 0.0, 0.1], [0.0, 0.0, 0.0], [0.2, -0.4, 0.1], [0.0, 0.0, 0.0], [0.0, 0.0, 0.0], [0.0, 0.0, 0.0], [0.1, 0.0, -0.1], [-0.3, 0.0, 0.3], [0.1, -0.1, 0.0], [0.0, 0.0, -0.1], [0.0, 0.0, 0.0], [0.1, 0.2, -0.1], [0.1, -0.1, 0.1], [0.1, 0.0, 0.2], [0.0, 0.0, -0.5], [0.3, 0.4, -0.3], [-0.1, -0.1, 0.1], [-0.1, 0.3, -0.1], [0.0, 0.1, -0.1], [-0.2, -0.2, 0.1], [0.1, 0.0, -0.1]], "mulliken_charge": [-0.075, 0.484, 0.807, -0.055, -0.765, 0.401, 0.254, -0.644, 0.245, -0.044, 0.547, 0.237, 0.142, 0.708, -0.950, 0.268, -2.558, 0.201, 0.941, 0.264, -0.223, 0.459, -0.845, -0.688, -0.929, -0.493, 0.279, 0.461, 0.607, 0.318, 0.715, -0.797, -0.340, 0.218, 0.128, 2.106, -0.005, -0.874, 0.384, -0.495, 0.441, 0.487, -0.344, -0.768, 0.376, -1.424, 0.571, 0.265, -0.691, 0.659, 0.383, 0.387, 0.248, 0.393, 0.318, 0.439, -0.688, 0.231, 0.654, 0.308, -0.715, -0.112, -0.734, -0.477, -0.295, -0.933, 0.221, 0.201, -0.366, 0.571], "smiles": "COc1ccc(N(C(=O)c2snc(C(N)=O)c2N)[C@H](C(=O)NC2CCCC2)c2ccc(OC)c(OC)c2)cc1", "energy_ev": -59074.21973, "e_above_lowest_ev": 0.255, "total_charge": 0}



2.
{"formula": "C27H32BrCaN2O5P", "method": "wB97M-V/def2-TZVPD", "symbols": ["C", "H", "C", "Ca", "C", "C", "H", "C", "H", "H", "C", "N", "C", "N", "C", "C", "H", "H", "C", "C", "H", "H", "C", "H", "H", "H", "H", "C", "P", "C", "C", "C", "H", "C", "O", "O", "C", "H", "H", "H", "C", "C", "O", "H", "C", "H", "O", "H", "H", "H", "H", "H", "C", "H", "C", "H", "H", "Br", "C", "H", "H", "H", "C", "C", "H", "C", "O", "H", "H"], "coordinates": [[1.10825, -6.09921, 0.84686], [-1.72200, -0.83147, -3.22483], [-2.81767, 1.95580, -1.58237], [-0.42217, 0.01839, -0.25944], [-3.98791, 2.69337, -1.72672], [4.07526, 1.74107, 0.83719], [-2.41179, 1.37745, -2.40639], [3.54565, 1.94648, -0.43759], [5.52979, 2.08369, 2.02316], [0.93138, -3.36248, -2.70941], [-4.00763, -3.90304, -1.09429], [-2.10229, 1.92531, -0.46368], [-3.74009, -1.50503, -0.46506], [1.67226, 0.65696, 0.18254], [-2.95271, -3.26474, 1.08357], [1.56815, 1.50572, -2.06943], [-1.39034, -4.24939, -4.56780], [-3.20023, -0.79871, 0.17207], [1.21898, -0.36695, 2.31328], [2.31753, 1.37161, -0.72605], [4.07087, 2.53656, -1.17391], [-3.10297, -1.94462, -3.39221], [-1.55252, -4.27625, -3.48817], [-5.36120, 1.76708, -3.08422], [0.45812, -2.67915, -4.26535], [-4.96787, -3.94143, -0.57557], [-2.23296, -2.61667, 1.59098], [-4.40298, 3.43562, -0.62080], [-1.34790, -2.70125, -1.05335], [-3.09685, -2.89171, -0.39840], [-4.75542, 2.67246, -3.01081], [-2.50147, 2.64963, 0.56197], [-4.76419, -1.55916, -0.08641], [0.28421, -2.62678, -3.18947], [2.07313, 2.19772, -2.94179], [5.27625, 2.29876, 1.11892], [3.37219, 0.98821, 1.77660], [-3.91810, -3.15712, 1.58134], [-2.59140, -4.55795, -3.31617], [-5.42368, 3.52848, -3.08103], [-0.72999, -5.42995, -0.54068], [2.14522, 0.46273, 1.39934], [0.46456, 0.87091, -2.10752], [-3.77658, -1.09957, -1.47475], [-2.03499, -1.82040, -3.56982], [0.92214, -2.73105, 0.66565], [0.07379, -0.59798, 1.80796], [-5.30500, 4.03054, -0.67588], [-0.24171, -7.46536, -0.10867], [-2.62163, -4.29392, 1.20405], [0.57177, -1.62663, -2.85692], [-1.57787, -5.70244, -1.15229], [0.68115, -3.76751, 0.46464], [2.26815, -4.50314, 1.69269], [-1.20089, -2.91114, -2.90198], [-4.08049, 2.69271, -3.86506], [1.69334, -6.88217, 1.30946], [-1.37749, 2.61751, 2.08813], [0.02202, -6.42798, 0.04977], [-4.20586, -3.62959, -2.13163], [3.75111, 0.80914, 2.77518], [-0.90592, -5.05197, -3.08413], [-3.65354, 3.42791, 0.54448], [1.43555, -4.76960, 1.05690], [-1.87466, -1.85688, -4.64903], [-0.40680, -4.08562, -0.34413], [1.65077, -0.72460, 3.40136], [-3.58426, -4.90551, -1.07224], [-3.93849, 4.00584, 1.40979]], "forces_ev_per_a": [[0.1, 0.0, 0.1], [0.0, 0.0, 0.0], [-0.3, 0.2, -0.3], [-1.1, -0.1, -0.2], [0.1, 0.0, 0.2], [-0.1, -0.1, 0.0], [0.0, 0.0, -0.1], [-0.2, -0.1, -0.1], [0.0, 0.0, 0.0], [0.0, 0.0, 0.0], [0.1, 0.1, -0.1], [0.2, -0.3, 0.3], [0.0, 0.1, 0.1], [0.1, 0.0, 0.0], [0.1, 0.0, -0.1], [0.8, 0.5, -0.2], [0.0, 0.0, -0.1], [0.0, 0.1, 0.0], [0.7, 0.1, 0.5], [0.5, 0.3, -0.2], [0.0, 0.0, 0.0], [-0.1, 0.0, 0.0], [0.0, 0.0, 0.1], [0.0, 0.0, 0.0], [0.0, 0.0, -0.1], [0.0, 0.0, 0.0], [0.0, 0.0, 0.0], [0.2, -0.2, 0.0], [0.0, 0.1, 0.0], [-0.1, -0.1, 0.0], [-0.1, 0.0, -0.1], [-0.2, 0.3, 0.1], [0.0, 0.0, 0.0], [-0.1, 0.0, 0.1], [0.0, -0.1, 0.2], [0.0, 0.0, -0.1], [-0.2, -0.1, 0.0], [-0.1, 0.0, 0.0], [0.0, 0.0, 0.0], [0.0, 0.0, 0.0], [-0.1, 0.1, 0.0], [0.4, 0.0, 0.4], [-0.4, -0.2, -0.1], [0.0, 0.0, -0.1], [0.0, 0.1, 0.0], [0.0, 0.0, 0.0], [-0.3, -0.2, -0.1], [0.0, 0.0, 0.0], [0.0, 0.0, 0.0], [0.0, 0.0, 0.0], [0.0, 0.0, 0.0], [0.0, 0.0, 0.0], [0.0, 0.0, 0.0], [0.0, 0.0, 0.0], [0.1, -0.1, 0.0], [0.0, 0.0, 0.0], [0.0, 0.0, 0.0], [-0.1, 0.0, -0.1], [0.0, -0.1, 0.0], [0.0, 0.0, 0.0], [0.0, 0.0, 0.0], [0.0, 0.0, 0.0], [0.2, -0.1, 0.0], [0.0, 0.0, 0.0], [0.0, 0.0, 0.0], [0.0, 0.0, -0.1], [0.0, 0.1, -0.2], [0.0, -0.1, 0.0], [0.0, 0.0, 0.0]], "mulliken_charge": [-0.603, 0.179, -0.602, 2.149, 0.433, 1.176, 0.529, -0.717, 0.304, 0.331, -1.781, 0.005, -1.928, -0.343, -2.020, 0.056, 0.541, 0.362, 0.055, 0.207, 0.564, 0.274, -1.846, 0.272, 0.519, 0.530, 0.339, -0.408, 0.977, 2.210, -1.379, 0.021, 0.603, -1.726, -0.748, -0.541, -0.537, 0.520, 0.287, 0.405, -0.570, -0.097, -0.667, 0.250, -1.827, 0.130, -0.648, 0.429, 0.433, 0.389, 0.259, 0.265, 0.091, 0.480, 2.095, 0.381, 0.389, -0.083, -0.820, 0.336, 0.454, 0.376, -0.702, -0.498, 0.553, 0.003, -0.756, 0.266, 0.416], "energy_ev": -139511.56874, "e_above_lowest_ev": 0.347, "total_charge": 0}



3.
{"formula": "C27H32BrN5O2SiTc", "method": "wB97M-V/def2-TZVPD", "symbols": ["H", "H", "C", "H", "Tc", "N", "H", "H", "C", "H", "O", "H", "H", "C", "N", "C", "H", "H", "H", "C", "C", "H", "C", "C", "H", "H", "C", "H", "C", "C", "H", "C", "H", "H", "C", "C", "H", "H", "N", "H", "C", "C", "C", "N", "C", "H", "C", "H", "H", "H", "H", "C", "O", "Si", "H", "C", "H", "C", "H", "N", "Br", "H", "C", "C", "C", "H", "C", "H", "C"], "coordinates": [[1.38727, -0.22692, -8.43000], [4.27517, -0.61328, 3.70545], [-0.94429, 0.70934, -6.17323], [2.14442, -3.42974, 4.61849], [-0.05952, -0.34427, 0.59118], [-1.61917, -1.30706, 1.33138], [1.87568, 0.62627, -4.28795], [2.99546, -4.91339, -1.21350], [-3.67465, -2.55559, 2.30364], [1.32022, 5.49922, 2.73034], [-3.39128, 3.25880, 3.08840], [2.82377, -0.03696, -6.43343], [-0.56833, 6.77786, 3.70169], [0.99737, -0.66677, 4.25105], [0.46907, -2.14594, -0.53003], [-0.71912, 5.76220, 3.36006], [-2.80222, 5.75123, 3.89150], [-1.02825, 0.27797, -8.26828], [0.95031, 3.16936, 1.97254], [2.36075, -3.42328, 0.18853], [-0.15174, 0.79242, -5.02312], [3.47909, 0.39951, 2.49439], [-1.97487, 5.18752, 3.47285], [-0.40041, 0.33801, -7.38972], [-3.82845, -2.24580, 3.33700], [-4.03327, 3.81078, 3.55060], [-0.67573, -2.42225, -2.66406], [3.35434, -3.67685, 3.36308], [-2.17392, 3.88644, 3.04149], [0.95490, 0.05674, -7.47930], [-2.27778, 2.27002, -1.74244], [-1.48979, 1.57390, -1.46305], [-1.33518, -3.27324, -2.84724], [1.64548, -4.00092, 3.02801], [-2.52060, -1.86391, 1.75655], [1.41858, -2.43543, 0.39845], [4.29962, -1.09733, 2.00532], [-3.50196, -3.63121, 2.27389], [-2.12555, 1.70021, 0.76041], [-1.27446, -1.59241, -2.29055], [1.21907, 0.51990, -5.13401], [0.13272, 3.74753, 2.38484], [1.30353, -3.82427, -1.94372], [-1.36350, 1.20287, -0.24714], [0.34013, 5.04844, 2.81266], [-2.63444, 2.54648, 0.53636], [-0.85188, 1.16045, -3.79651], [3.12595, -3.62685, 0.92321], [1.02259, 0.41286, 4.09483], [-1.87818, 1.48394, -3.96603], [-2.00200, 0.93760, -6.10488], [1.76221, 0.15721, -6.35273], [-0.20854, 0.99906, 1.91551], [2.10559, -1.54842, 3.06246], [1.23722, -4.36905, -2.87612], [-0.55822, 1.14350, -2.49385], [-0.23812, -2.13748, -3.62315], [3.68772, -0.63384, 2.78314], [1.33281, -0.87523, 5.27012], [1.26829, -1.54299, 1.44601], [1.16002, 0.66666, -1.77952], [-2.03482, 1.25928, 2.80291], [-1.12269, 3.15715, 2.50052], [2.28102, -4.12570, -1.00932], [-1.39240, 1.74183, 2.06729], [-0.04093, -1.00140, 4.16822], [2.33426, -3.32931, 3.54709], [-4.56163, -2.31359, 1.71914], [0.39325, -2.80188, -1.68775]], "forces_ev_per_a": [[0.0, 0.0, 0.0], [0.0, 0.0, -0.1], [-0.1, 0.0, 0.0], [0.0, 0.0, 0.0], [0.8, 0.5, -0.1], [-0.3, -0.3, 0.4], [0.1, 0.0, 0.1], [0.0, 0.0, 0.0], [0.0, 0.0, 0.0], [0.0, 0.0, 0.0], [0.0, 0.0, 0.0], [0.0, 0.0, 0.0], [0.0, 0.0, 0.0], [-0.2, 0.1, 0.0], [-0.1, 0.0, 0.0], [0.0, 0.0, 0.0], [0.0, 0.0, 0.0], [0.0, 0.0, 0.0], [0.0, 0.0, 0.0], [0.1, -0.1, 0.0], [0.0, 0.0, 0.1], [0.1, 0.0, 0.0], [-0.1, 0.1, 0.1], [0.0, 0.0, 0.0], [0.0, 0.0, 0.0], [0.0, 0.0, 0.0], [0.0, 0.0, 0.0], [-0.1, 0.0, 0.0], [-0.1, 0.0, 0.0], [0.0, 0.0, 0.0], [0.0, 0.0, 0.0], [0.0, 0.1, -0.2], [0.0, 0.0, 0.0], [0.0, 0.0, 0.1], [-0.4, -0.1, 0.2], [-0.1, 0.1, 0.0], [0.0, 0.0, 0.0], [0.0, 0.0, 0.0], [-0.2, -0.4, 0.1], [0.0, 0.0, 0.0], [-0.1, 0.0, 0.0], [-0.1, 0.0, 0.0], [0.0, 0.0, 0.0], [0.1, -0.1, 0.0], [0.0, 0.0, 0.0], [0.1, 0.1, 0.0], [0.0, 0.0, -0.2], [0.0, 0.0, 0.0], [0.0, -0.1, 0.0], [0.0, 0.0, -0.1], [0.0, 0.0, 0.0], [0.0, 0.0, 0.0], [-0.1, -0.1, -0.2], [0.1, 0.0, 0.0], [0.0, 0.0, 0.0], [0.0, 0.0, 0.3], [0.0, 0.0, 0.0], [0.1, 0.0, 0.0], [0.0, 0.0, 0.0], [-0.3, 0.3, -0.4], [0.1, 0.0, 0.3], [0.0, -0.1, 0.1], [0.3, -0.1, -0.1], [0.0, 0.0, 0.0], [0.1, 0.2, -0.2], [0.1, 0.0, 0.0], [0.0, -0.1, 0.0], [0.0, 0.0, 0.0], [0.0, 0.0, 0.0]], "mulliken_charge": [0.408, 0.386, -0.558, 0.461, 0.140, -0.318, 0.318, 0.465, -1.153, 0.424, -0.551, 0.418, 0.416, -0.868, 0.208, -0.566, 0.319, 0.409, 0.379, -0.723, 1.231, 0.315, -0.755, -0.676, 0.330, 0.353, -1.389, 0.360, 0.835, -0.408, 0.452, -0.071, 0.424, 0.397, 0.666, 0.759, 0.337, 0.345, -0.397, 0.196, -0.242, -0.357, -0.728, 0.290, -0.896, 0.316, -0.560, 0.489, 0.153, 0.268, 0.344, -0.862, -0.157, -0.267, 0.523, 0.078, 0.327, -0.989, 0.509, 0.415, -0.029, 0.297, -0.158, -0.631, 0.480, 0.251, -1.218, 0.339, 0.695], "multiplicity": 4, "energy_ev": -120169.13507, "s2": 3.774, "e_above_lowest_ev": 0.160, "total_charge": 2}